# 1
# C43H33Br2GeN3O4W

C43H33Br2GeN3O4W as an isolated structure (ωB97M-V with the def2-TZVPD basis set, the Open Molecules 2025 dataset).

Calculated values
charge	+1
spin multiplicity	2
energy above the lowest of the compared OMol25 structures with the same formula, charge and spin	0.449	eV
frontier orbital gap (alpha / beta)	0.2043 / 0.2147	Ha

The geometry in XYZ format:
```
87
Properties=species:S:1:pos:R:3:lowdin_spin:R:1
W 0.8198 -0.3046 0.8366 0.85
C 4.1945 -3.0836 0.5535 0.00
O 3.4025 -4.1508 1.0625 0.00
C 2.4019 -3.9372 1.9441 0.00
C 1.9283 -5.0700 2.5955 0.01
C 0.9229 -5.0184 3.5513 0.00
C 0.3512 -3.8067 3.8764 0.01
C 0.7563 -2.6555 3.1931 0.00
C 0.1108 -1.4087 3.5419 0.04
N 0.1905 -0.3724 2.7669 0.00
N -0.3614 0.8814 3.0660 -0.01
C 0.1767 1.8090 2.3274 0.01
O 1.1620 1.5185 1.4442 0.02
C -0.3076 3.1883 2.3836 0.00
C 0.3105 4.1590 1.5988 0.00
C -0.1635 5.4605 1.6217 0.00
C -1.2485 5.7845 2.4230 0.00
C -1.8672 4.8137 3.2033 0.00
C -1.4013 3.5121 3.1866 0.00
C 1.7905 -2.7040 2.2187 0.01
O 2.1632 -1.5654 1.6012 -0.01
H 5.0300 -3.5690 0.0559 0.00
H 4.5643 -2.4487 1.3594 0.00
H 3.6392 -2.4826 -0.1677 0.00
H 2.3926 -6.0127 2.3375 0.00
H 0.6031 -5.9264 4.0409 0.00
H -0.4201 -3.7377 4.6315 0.00
H -0.4457 -1.3168 4.4713 0.00
H 1.1431 3.8938 0.9632 0.00
H 0.3081 6.2148 1.0077 0.00
H -1.6178 6.8014 2.4402 0.00
H -2.7144 5.0758 3.8217 0.00
H -1.8812 2.7442 3.7763 0.00
C 3.5734 1.3110 -0.5364 0.01
C 3.0549 0.1730 -1.3609 0.00
C 3.7217 -0.1845 -2.5599 0.00
C 3.2931 -1.2522 -3.2987 0.00
C 2.2145 -2.0528 -2.8424 0.00
C 1.7425 -3.2362 -3.4700 0.00
Br 2.5110 -3.8105 -5.0913 0.00
C 0.7368 -3.9661 -2.9044 0.00
C 0.1431 -3.5546 -1.6889 0.00
Br -1.2047 -4.6014 -0.9243 0.00
C 0.5547 -2.4049 -1.0682 0.01
O 0.0232 -1.9430 0.0768 0.05
C 1.5919 -1.6427 -1.6610 0.01
N 1.9648 -0.4930 -0.9924 0.01
H 4.5713 1.5819 -0.8691 0.00
H 3.6201 1.0479 0.5232 0.00
H 2.9263 2.1861 -0.6260 0.00
H 4.5748 0.4020 -2.8654 0.00
H 3.7931 -1.5163 -4.2206 0.00
H 0.3832 -4.8715 -3.3763 0.00
C -0.3207 5.0737 -2.2494 0.00
C -1.5826 4.7787 -1.7541 0.00
C -1.8640 3.5131 -1.2593 0.00
C -0.8938 2.5113 -1.2350 0.00
C 0.3604 2.8265 -1.7597 0.00
C 0.6524 4.0857 -2.2634 0.00
Ge -1.1713 0.6940 -0.5703 -0.01
C -2.6191 0.4833 0.7421 0.00
C -2.8430 -0.8026 1.2490 0.00
C -3.8053 -1.0371 2.2195 0.00
C -4.5640 0.0143 2.7145 0.00
C -4.3558 1.2950 2.2237 0.00
C -3.3906 1.5260 1.2521 0.00
C -1.6262 -0.3879 -2.1341 0.00
C -2.6898 -1.2832 -2.1543 0.00
C -2.9280 -2.0815 -3.2676 0.00
C -2.1025 -1.9994 -4.3774 0.00
C -1.0436 -1.0980 -4.3822 0.00
C -0.8165 -0.3020 -3.2713 0.00
H -0.1028 6.0595 -2.6376 0.00
H -2.3548 5.5361 -1.7580 0.00
H -2.8704 3.3199 -0.9111 0.00
H 1.1347 2.0674 -1.7923 0.00
H 1.6329 4.2955 -2.6721 0.00
H -2.2781 -1.6447 0.8616 0.00
H -3.9694 -2.0434 2.5838 0.00
H -5.3162 -0.1625 3.4714 0.00
H -4.9461 2.1219 2.5971 0.00
H -3.2436 2.5451 0.9190 0.00
H -3.3494 -1.3693 -1.2984 0.00
H -3.7624 -2.7706 -3.2653 0.00
H -2.2894 -2.6232 -5.2416 0.00
H -0.4056 -1.0127 -5.2527 0.00
H 0.0013 0.4126 -3.3048 0.00
```

# 2
# C10H14BN7O3V

C10H14BN7O3V as an isolated structure (ωB97M-V with the def2-TZVPD basis set, the Open Molecules 2025 dataset).

Calculated values
charge	+2
spin multiplicity	4
energy above the lowest of the compared OMol25 structures with the same formula, charge and spin	0.000	eV
frontier orbital gap (alpha / beta)	0.1951 / 0.3075	Ha

The geometry in XYZ format:
```
36
Properties=species:S:1:pos:R:3:nbo_charge:R:1
C -0.3924 2.5430 0.5042 0.05
N -0.3308 1.4863 -0.3421 -0.45
N 0.1319 1.9272 -1.5903 -0.31
C 0.2650 3.2572 -1.4715 0.12
C -0.0744 3.6820 -0.1759 -0.30
B 0.4048 0.7657 -2.6241 0.52
N 1.5846 -0.1754 -2.0732 -0.31
N 1.3448 -0.7446 -0.7883 -0.41
C 2.3908 -1.5525 -0.4706 0.06
C 3.3569 -1.4655 -1.4740 -0.29
C 2.8020 -0.6108 -2.4643 0.12
V -0.2949 -0.3008 -0.2568 1.44
N -0.9252 -0.1719 -2.6964 -0.28
N -1.2376 -0.8832 -1.4820 -0.37
C -2.4730 -1.4822 -1.6263 0.06
C -2.8989 -1.2085 -2.8845 -0.28
C -1.9294 -0.4498 -3.5042 0.15
H -2.8924 -2.0457 -0.7906 0.27
H -1.9149 -0.1012 -4.5080 0.27
H -3.8318 -1.5601 -3.2737 0.29
H 0.6375 1.1320 -3.7185 0.03
H 3.2331 -0.3172 -3.4023 0.27
H 0.5558 3.8511 -2.3214 0.27
H 4.3217 -1.9527 -1.4623 0.29
H -0.1130 4.7181 0.2013 0.29
H 2.3865 -2.1426 0.4283 0.26
H -0.6457 2.4333 1.5431 0.26
H -1.7062 -3.4962 3.0147 0.15
C -1.1894 -3.0505 3.8229 -0.45
H -0.0909 -3.1069 3.7448 0.16
H -0.4741 1.7323 5.0564 0.48
H -1.5244 -2.0886 4.1483 0.15
O 1.4300 -0.3466 5.9345 -0.29
N 0.3732 0.2487 5.8191 0.71
O -0.7364 0.0333 6.2577 -0.33
O 0.4569 1.4431 4.9259 -0.57
```

# 3
# C41H45NP2Ru

C41H45NP2Ru as an isolated structure (ωB97M-V with the def2-TZVPD basis set, the Open Molecules 2025 dataset).

Calculated values
charge	+2
spin multiplicity	5
energy above the lowest of the compared OMol25 structures with the same formula, charge and spin	5.135	eV
frontier orbital gap (alpha / beta)	0.1794 / 0.2027	Ha

The geometry in XYZ format:
```
90
Properties=species:S:1:pos:R:3:lowdin_spin:R:1
Ru -0.3725 -0.4612 -0.2137 2.29
C -0.6480 1.3334 4.5628 0.00
C 0.0206 2.2771 3.8443 0.00
C 1.3775 2.1369 3.1994 0.00
C 1.5932 1.0261 2.0925 0.01
C 0.7964 -0.2254 2.2382 0.06
C 0.6067 -0.9264 3.3457 0.01
C 0.9578 -0.5447 4.7558 0.01
C -0.0189 0.3598 5.5279 0.00
C -1.6706 -2.1501 0.3777 -0.10
H -1.3988 1.9132 5.2088 0.00
H -0.4128 3.2710 3.6406 0.00
H 2.1305 1.9647 3.9932 0.00
H 1.6033 3.1466 2.7463 0.00
H 1.3920 1.5218 1.1293 0.00
H 2.6920 0.8080 2.1261 0.00
H 0.7654 -0.7731 1.1413 0.02
H 0.2305 -1.9522 3.1825 0.00
H 1.9306 -0.0519 4.7540 0.00
H 1.1092 -1.5049 5.2721 0.00
H -0.8332 -0.3031 5.8899 0.00
H 0.5305 0.8840 6.3801 0.00
H -2.6993 -2.0881 0.7956 -0.01
H -1.1942 -2.9426 1.0017 0.00
H -1.6969 -2.4615 -0.7142 0.02
P 0.1679 1.3486 -2.2852 0.17
P 0.9367 -1.0438 -2.1744 0.17
C 1.9385 1.3645 -1.9905 0.01
C 2.3822 0.0984 -2.1513 0.00
C 0.0297 2.3278 -3.8269 0.04
C 1.0571 3.1266 -4.3275 0.01
C 0.9467 3.7324 -5.5913 0.00
C -0.1971 3.5623 -6.3810 0.00
C -1.2391 2.7777 -5.8579 0.00
C -1.1326 2.1744 -4.5989 0.01
C -0.4257 2.5249 -1.0420 0.02
C -1.0907 1.7651 -0.0422 0.02
C -1.5686 2.5282 1.0092 0.02
C -1.6294 3.9247 0.9704 0.00
C -1.0830 4.6737 -0.0922 0.01
C -0.4700 3.9546 -1.1379 0.00
C 1.3185 -1.6995 -4.0022 0.03
C 1.2642 -0.8438 -5.1336 0.01
C 1.6585 -1.2461 -6.4265 0.00
C 2.1505 -2.5402 -6.6610 0.01
C 2.2427 -3.4044 -5.5658 0.00
C 1.8540 -2.9739 -4.2793 0.01
C 1.6764 -2.4196 -1.2166 0.05
C 0.9470 -3.6062 -1.1876 0.02
C 1.4439 -4.7073 -0.4988 0.00
C 2.6999 -4.6141 0.1153 0.03
C 3.4329 -3.4238 0.0885 0.00
C 2.9090 -2.3163 -0.5843 0.03
H 2.4703 2.2896 -1.7446 0.00
H 3.4109 -0.2251 -2.3309 0.00
H 1.9741 3.2456 -3.7415 0.00
H 1.7599 4.3477 -5.9707 0.00
H -0.2924 4.0418 -7.3734 0.00
H -2.1400 2.6451 -6.4412 0.00
H -1.9423 1.5511 -4.2105 0.00
H -1.7505 0.7761 -0.0950 0.01
H -1.9606 1.9355 1.8380 0.00
H -2.1102 4.3825 1.8375 0.00
H -1.1306 5.7836 -0.0738 0.00
H -0.0605 4.4898 -2.0300 0.00
H 0.9174 0.1889 -5.0286 0.00
H 1.5809 -0.5648 -7.2858 0.00
H 2.4461 -2.8611 -7.6753 0.00
H 2.6127 -4.4300 -5.7494 0.00
H 1.9951 -3.7142 -3.4857 0.00
H -0.0471 -3.6372 -1.6596 0.00
H 0.8383 -5.6036 -0.4255 0.00
H 3.0943 -5.4701 0.6649 0.00
H 4.3779 -3.3269 0.6148 0.00
H 3.4156 -1.3470 -0.5774 0.00
C -4.2069 0.9583 2.5215 0.05
C -3.6655 -0.0255 3.4707 0.30
C -4.1560 -0.2316 4.7904 0.10
C -3.5040 -1.3327 5.2946 0.14
C -2.5928 -1.7753 4.2773 0.27
C -1.6891 -2.9335 4.3900 0.05
N -2.6904 -0.9516 3.2199 0.00
H -3.8835 1.9773 2.7727 0.02
H -3.9428 0.6989 1.4909 0.00
H -5.3075 1.0374 2.5676 0.01
H -4.9523 0.3139 5.2223 0.00
H -3.5490 -1.8126 6.2341 0.00
H -2.2029 -3.7625 4.8911 0.01
H -1.3291 -3.2316 3.4071 0.00
H -0.7986 -2.7290 4.9872 0.02
```